Record 1
Below is C5H6O as an isolated structure, with properties calculated with the ωB97M-V functional and the def2-TZVPD basis.

Output
- LUMO level (eV) = 0.8
- orbital gap (Eh) = 0.3380
- relative energy (zero: lowest compared OMol25 entry of this formula, charge and spin) (kJ/mol) = 406.55
- HOMO (eV) = -8.393

```
! wB97M-V def2-TZVPD RIJCOSX def2/J DEFGRID3
* xyz 0 1
C -1.05004 0.93452 0.24085
C -0.37139 -0.39330 0.48605
O -0.79265 -1.35120 1.07626
C 0.48291 -0.84270 -1.25054
C 1.35334 -0.42072 -0.27087
C 1.45500 0.07095 0.87397
H -2.01208 0.74124 -0.24215
H -0.45070 1.60269 -0.37725
H -1.24306 1.40642 1.20869
H 0.31136 -0.21059 -2.11885
H 0.28996 -1.90557 -1.35776
H 2.02737 0.36827 1.73159
*
```

The Löwdin scheme yields these atomic charges, measured in e: C -0.0292; C -0.5065; O 0.0422; C -0.0091; C -0.1631; C 0.1275; H 0.0919; H 0.0865; H 0.0916; H 0.0888; H 0.0959; H 0.0835

Record 2
Below is C23H30B2CdN9O2S2 as an isolated structure, with properties calculated with the ωB97M-V functional and the def2-TZVPD basis.

Output
- LUMO level (eV) = 2.6
- orbital gap (Eh) = 0.2481
- relative energy (zero: lowest compared OMol25 entry of this formula, charge and spin) (kJ/mol) = 37.54
- HOMO (eV) = -4.167

```
! wB97M-V def2-TZVPD RIJCOSX def2/J DEFGRID3
* xyz -1 1
Cd 0.17653 0.19290 0.12537
C -1.54750 -4.18121 0.40287
C -1.17781 -3.02574 -0.30122
N -0.69458 -2.10736 0.52182
N -0.74397 -2.63631 1.75944
C -1.25226 -3.88149 1.71608
B -0.30307 -1.85471 3.00798
N 1.21267 -1.55485 2.93828
C 2.14024 -1.75378 3.89209
C 3.35155 -1.29014 3.41864
C 3.04969 -0.81224 2.13422
N 1.76444 -0.98300 1.85686
N -1.11737 -0.54903 3.11128
C -1.83434 -0.11044 4.16134
C -2.46047 1.06406 3.79970
C -2.06347 1.27078 2.47017
N -1.26061 0.29544 2.07044
H -1.97691 -5.08834 0.01394
H -1.25413 -2.81356 -1.35499
H -1.37020 -4.45277 2.62160
H -0.51090 -2.52137 3.99187
H 1.86920 -2.20378 4.83300
H 4.30126 -1.29290 3.92567
H 3.69433 -0.33739 1.40932
H -1.84921 -0.67173 5.08119
H -3.11609 1.67249 4.39829
H -2.31654 2.05982 1.77883
C -4.95354 3.24870 -2.01147
S -4.73338 1.47367 -1.80071
C -2.94210 1.32226 -1.73809
S -1.97696 2.51627 -1.02730
N -2.57767 0.19073 -2.27708
N -1.28068 -0.17564 -2.03652
C -0.68781 -0.69610 -3.03721
C 0.65562 -1.26835 -2.92554
C 1.28462 -1.80567 -4.04781
C 2.54227 -2.36589 -3.90795
C 3.13598 -2.38106 -2.65586
C 2.43794 -1.82428 -1.59355
N 1.23590 -1.28276 -1.72371
H -6.01280 3.45733 -1.85895
H -4.36085 3.78036 -1.27050
H -4.66283 3.56151 -3.01334
H -1.18445 -0.74434 -4.00633
H 0.78379 -1.77972 -5.00719
H 3.05196 -2.78819 -4.76509
H 4.11560 -2.81152 -2.49854
H 2.85072 -1.81466 -0.59012
C 3.26561 4.25213 1.13158
C 2.12289 4.21336 0.12174
C 1.40102 5.55101 0.10171
O 1.20178 3.20427 0.56215
B 1.39921 2.03939 -0.16636
O 2.35722 2.26929 -1.15600
C 2.55476 3.69065 -1.27847
C 4.00470 3.95088 -1.64624
C 1.63532 4.16680 -2.39953
H 2.84486 4.43894 2.12011
H 3.98519 5.04102 0.90057
H 3.78508 3.29326 1.16260
H 1.18103 5.85947 1.12495
H 0.45935 5.47313 -0.43869
H 2.01871 6.32363 -0.36476
H 4.68660 3.54406 -0.90153
H 4.19384 5.02259 -1.75140
H 4.21829 3.47055 -2.60246
H 0.59118 3.97040 -2.15027
H 1.87323 3.60163 -3.30200
H 1.76531 5.23111 -2.60848
*
```

The Löwdin scheme yields these atomic charges, measured in e: Cd 1.2821; C -0.0772; C -0.1678; N -0.0048; N -0.0434; C -0.0999; B -0.5393; N -0.0481; C -0.1039; C -0.0849; C -0.1840; N 0.0008; N -0.0463; C -0.1039; C -0.0764; C -0.1601; N -0.0158; H 0.0793; H 0.0848; H 0.1084; H 0.1113; H 0.1082; H 0.0776; H 0.0958; H 0.1077; H 0.0797; H 0.0594; C -0.4765; S 0.7535; C -1.1765; S 0.5039; N -0.1305; N -0.0715; C -0.1313; C -0.2798; C -0.0310; C -0.0790; C -0.0674; C -0.1258; N 0.0588; H 0.0162; H -0.0186; H 0.0261; H 0.1163; H 0.1057; H 0.1003; H 0.0965; H 0.0920; C -0.0216; C -0.5011; C -0.0123; O -0.0003; B -0.6749; O 0.0043; C -0.5029; C -0.0195; C -0.0173; H 0.0901; H 0.0846; H 0.0908; H 0.0869; H 0.0864; H 0.0882; H 0.0770; H 0.0887; H 0.0870; H 0.0683; H 0.0921; H 0.0847

Record 3
Below is C16H37ClN3O15V as an isolated structure, with properties calculated with the ωB97M-V functional and the def2-TZVPD basis.

Output
- LUMO level (spin up / spin down) (eV) = 5.6 / 5.6
- orbital gap (spin up / spin down) (Eh) = 0.0923 / 0.0986
- expectation value of S² = 0.766
- HOMO (spin up / spin down) (eV) = 3.091 / 2.921

```
! wB97M-V def2-TZVPD RIJCOSX def2/J DEFGRID3
* xyz -3 2
O -0.09381 -0.55022 0.41368
V 0.85304 -0.63263 1.65540
C 0.82375 2.01703 2.62454
O 1.29484 2.21440 3.73404
O -0.06925 1.19298 2.61326
O 1.71178 1.47066 1.96846
C 1.99378 -1.14932 4.21304
O 0.79839 -1.20103 3.85085
O 2.17655 -0.14733 4.90225
O 2.59623 -0.89471 3.12568
Cl -3.53175 -2.33205 2.11160
O -2.37849 -1.47933 2.03420
O -4.58299 -1.60550 2.77628
O -3.93404 -2.65219 0.75890
O -3.37301 -3.58393 2.81690
C -0.51050 -6.90110 0.46580
O -0.50997 -5.58376 0.88366
C 0.27055 -5.31489 2.03537
C 0.36874 -3.80765 2.39993
N 0.81700 -2.99115 1.25324
C 2.21144 -3.29886 0.83790
C 2.64719 -2.40563 -0.26794
O 2.46745 -1.04634 0.22292
C 2.99094 -0.06279 -0.64701
H -0.82984 -6.90295 -0.57637
H -1.16894 -7.57016 1.01979
H 0.48588 -7.34235 0.44040
H 1.28134 -5.67812 1.84978
H -0.08337 -5.91735 2.87195
H 0.98769 -3.69006 3.28941
H -0.59277 -3.42533 2.74259
H 0.28303 -3.33093 0.46615
H 2.25649 -4.30779 0.42784
H 2.84572 -3.23008 1.72166
H 2.00760 -2.59257 -1.13053
H 3.63623 -2.72667 -0.59477
H 2.74691 0.98944 -0.50090
H 2.62532 -0.21093 -1.66312
H 4.08077 -0.07533 -0.63316
C -3.60820 1.65993 -1.21707
C -2.83701 2.11965 -0.03822
C -2.67203 3.66935 0.00619
O -1.54478 3.84383 -0.94725
C -1.15751 5.24525 -1.05206
N -3.28351 1.48950 1.17227
H -4.68479 1.59787 -1.05827
H -3.34243 0.61895 -1.40096
H -3.48539 2.18934 -2.16191
H -1.85291 1.66540 -0.15356
H -2.26929 3.91193 0.98957
H -3.52662 4.26803 -0.30906
H -0.77379 5.71453 -0.14617
H -2.00423 5.87024 -1.33587
H -0.41107 5.36579 -1.83718
H -2.53372 1.46791 1.84862
H -3.58130 0.53278 1.04536
C -0.60260 1.29518 -3.71157
C 0.66709 1.65666 -2.85129
C 1.31319 3.01910 -3.30811
O 2.35049 3.43608 -2.46752
C 2.98152 4.63059 -2.82749
N 0.29698 1.53157 -1.44064
H -0.36818 0.90903 -4.70356
H -1.23332 2.18132 -3.78255
H -1.15114 0.52484 -3.16955
H 1.37781 0.86667 -3.09399
H 0.52804 3.77509 -3.29675
H 1.77275 2.91454 -4.29094
H 3.59687 4.41654 -3.70134
H 3.51074 4.95467 -1.93139
H 2.32625 5.39842 -3.23877
H 1.03872 1.80665 -0.81275
H -0.43659 2.20927 -1.28996
*
```

The Löwdin scheme yields these atomic charges, measured in e: O -0.3791; V 1.0075; C -1.0116; O -0.0388; O -0.1038; O -0.1185; C -0.9291; O -0.1490; O -0.0528; O -0.1913; Cl 0.6097; O -0.3454; O -0.3992; O -0.4131; O -0.3976; C -0.1581; O -0.1703; C -0.2069; C -0.1507; N -0.0535; C -0.2063; C -0.1795; O -0.2505; C -0.0896; H 0.0804; H 0.0784; H 0.0731; H 0.0928; H 0.1153; H 0.1153; H 0.1048; H 0.1123; H 0.1036; H 0.1238; H 0.1232; H 0.1175; H 0.0749; H 0.0705; H 0.0892; C -0.0838; C -0.4608; C -0.1077; O -0.2409; C -0.1033; N 0.0725; H 0.0667; H 0.0832; H 0.0625; H 0.1106; H 0.1233; H 0.1087; H 0.0814; H 0.0632; H 0.0595; H 0.0631; H 0.0525; C -0.0558; C -0.3824; C -0.2064; O -0.1898; C -0.1321; N 0.0865; H 0.0535; H 0.0581; H 0.0750; H 0.1037; H 0.1004; H 0.1099; H 0.0709; H 0.0953; H 0.0714; H 0.0549; H 0.0381

Record 4
Below is C41H50BiFN9O6S2Se as an isolated structure, with properties calculated with the ωB97M-V functional and the def2-TZVPD basis.

Output
- LUMO level (eV) = -3.1
- orbital gap (Eh) = 0.2326
- relative energy (zero: lowest compared OMol25 entry of this formula, charge and spin) (kJ/mol) = 111.17
- HOMO (eV) = -9.454

```
! wB97M-V def2-TZVPD RIJCOSX def2/J DEFGRID3
* xyz 1 1
Bi -1.69062 -1.26637 -1.10616
C -3.06274 -0.00696 -4.79897
C -3.85787 0.73639 -3.69946
N -3.12323 0.89469 -2.45594
C -2.38127 2.12315 -2.27028
C -1.14735 2.23790 -3.16893
S 0.04762 0.86076 -3.05635
C -0.02018 0.12848 -4.72116
C -0.86041 -1.13667 -4.86965
N -2.17648 -1.02861 -4.26597
H -2.46068 0.71692 -5.34816
H -3.77588 -0.42394 -5.51767
H -4.76972 0.18067 -3.48503
H -4.15830 1.71194 -4.10507
H -3.69286 0.69572 -1.64401
H -2.06361 2.14481 -1.22679
H -2.98816 3.02294 -2.45831
H -0.60582 3.14188 -2.89075
H -1.42602 2.32289 -4.21916
H 1.00768 -0.12357 -4.98478
H -0.33821 0.92483 -5.39339
H -0.35407 -1.94888 -4.35242
H -0.87747 -1.38057 -5.94309
H -2.63055 -1.93118 -4.22911
C -2.04834 3.33375 5.53924
C -1.55664 1.89597 5.44839
N -1.26227 1.50013 4.06737
C -2.24809 0.94079 3.33865
C -2.15890 0.58849 2.02617
C -3.43666 0.08021 1.38221
O -4.45535 0.09774 2.05383
O -3.36040 -0.28319 0.15162
C -0.94820 0.85720 1.32284
O -0.73752 0.60690 0.11953
C 0.10547 1.52036 2.09728
C 1.30813 1.82764 1.45914
C 2.32450 2.38279 2.17058
F 3.48613 2.69976 1.54945
C 2.20567 2.65674 3.53813
C 1.00315 2.39864 4.16201
C -0.05997 1.81846 3.45337
N 3.29038 3.17767 4.29989
C 4.64799 2.80121 3.95875
C 5.48676 2.86381 5.22120
N 5.42760 4.27565 5.75260
C 4.00683 4.68973 6.04594
C 3.20043 4.54512 4.76789
H -2.29475 3.58287 6.57123
H -2.94509 3.46323 4.93329
H -1.29239 4.03485 5.18152
H -2.32134 1.21459 5.81467
H -0.67222 1.73935 6.06174
H -3.19261 0.77034 3.84165
H 1.41400 1.59640 0.40822
H 0.91409 2.62794 5.21481
H 5.08929 3.45504 3.19215
H 4.66826 1.78364 3.57579
H 6.52920 2.60586 5.04477
H 5.07228 2.21315 5.98829
H 5.80369 4.90349 5.03761
H 6.01094 4.37256 6.58357
H 4.01291 5.71314 6.41604
H 3.63061 4.02090 6.81687
H 3.58084 5.25940 4.01712
H 2.16267 4.80227 4.96815
C 6.74830 -0.47527 -2.86809
C 5.53523 -0.85326 -2.06048
C 5.62125 -1.76422 -1.01380
C 4.49663 -2.12386 -0.28158
C 3.27249 -1.56116 -0.59768
C 3.16392 -0.64161 -1.63542
C 4.29084 -0.29457 -2.35756
S 1.83163 -2.01301 0.32852
O 2.17870 -3.21286 1.05190
O 1.45837 -0.86599 1.12065
N 0.67375 -2.24367 -0.75428
C 0.74560 -3.33064 -1.60786
C 1.78541 -4.28186 -1.68782
C 1.72183 -5.25796 -2.65133
C 0.64113 -5.30232 -3.53471
C -0.33992 -4.35511 -3.37359
N -0.30004 -3.39353 -2.44355
H 7.61397 -1.07443 -2.58903
H 7.00080 0.57682 -2.72214
H 6.56361 -0.62131 -3.93326
H 6.58184 -2.20189 -0.76807
H 4.55807 -2.84950 0.51896
H 2.19700 -0.21381 -1.87301
H 4.20595 0.42375 -3.16594
H 2.59980 -4.26046 -0.98024
H 2.51222 -5.99459 -2.72274
H 0.55770 -6.06079 -4.29984
H -1.21263 -4.35239 -4.01908
C -1.44584 -3.38198 1.28748
O -2.12416 -2.91540 0.13881
H -1.91903 -4.31449 1.60656
H -1.52598 -2.66476 2.11277
H -0.38817 -3.58148 1.11061
Se -3.42171 -4.04751 -2.03117
N -3.91751 -2.35760 -1.76416
C -5.21977 -2.28367 -1.98567
C -6.03843 -1.14133 -1.72337
C -7.36108 -1.22307 -2.00067
C -7.95603 -2.41202 -2.54527
C -7.22907 -3.53326 -2.75121
C -5.82773 -3.50891 -2.45423
N -5.02016 -4.54911 -2.56792
H -5.60909 -0.27921 -1.23207
H -7.99984 -0.37695 -1.78182
H -9.01604 -2.41076 -2.76291
H -7.66871 -4.45086 -3.11765
*
```

Atomic partial charges in e from the Löwdin method, atoms 1 to 99: Bi 1.9127; C -0.1874; C -0.1801; N -0.1292; C -0.2771; C -0.4251; S 0.8514; C -0.4418; C -0.2850; N -0.1045; H 0.0944; H 0.1204; H 0.0922; H 0.1200; H 0.0543; H 0.0988; H 0.1203; H 0.0710; H 0.0657; H 0.0735; H 0.0650; H 0.0785; H 0.1225; H 0.0827; C -0.0576; C -0.1821; N -0.0227; C 0.0437; C -0.0164; C -0.5859; O 0.0566; O -0.2232; C -0.2954; O -0.1739; C -0.0469; C 0.0775; C -0.1815; F 0.0674; C -0.1496; C 0.0631; C -0.1088; N -0.0973; C -0.1484; C -0.0795; N 0.0622; C -0.0845; C -0.1388; H 0.0814; H 0.0854; H 0.0690; H 0.1270; H 0.1099; H 0.1508; H 0.1380; H 0.1134; H 0.1334; H 0.1509; H 0.1399; H 0.1424; H 0.1810; H 0.1840; H 0.1383; H 0.1405; H 0.1417; H 0.1373; C -0.0503; C -0.2713; C -0.0355; C -0.0544; C -0.2831; C -0.0574; C -0.0325; S 0.5760; O -0.3100; O -0.2978; N -0.2245; C -0.3988; C -0.0046; C -0.0554; C -0.0712; C -0.2092; N 0.0028; H 0.0740; H 0.0816; H 0.0828; H 0.1111; H 0.1130; H 0.0486; H 0.1165; H 0.0934; H 0.1112; H 0.1018; H 0.0806; C -0.1957; O -0.6093; H 0.0802; H 0.0751; H 0.0449; Se 1.2194

These records have energy values of -269.19139; -2551.77884; -3328.17195; -6048.67259 hartree, in the order they appear.